C10H20ClI2NNdO2P | ωB97M-V/def2-TZVPD

Last column: Mulliken spin population.
Geometry (Å):
I1 4.755 3.414 0.133  0.00
I2 5.032 0.823 1.092  0.00
Nd1 0.683 0.786 -0.907  3.03
P1 1.739 0.270 -3.411  -0.01
C1 2.401 -1.325 -3.909  0.00
C2 0.490 0.786 -4.632  0.00
H1 2.700 2.494 -3.192  0.00
H2 3.421 1.512 -4.546  0.00
H3 3.886 1.225 -2.799  0.00
C3 3.079 1.503 -3.499  0.00
H4 0.060 1.761 -4.342  0.00
H5 1.005 0.845 -5.603  0.00
H6 2.803 -1.182 -4.929  0.00
H7 1.584 -2.070 -3.883  0.00
H8 -0.322 0.038 -4.653  0.00
H9 3.186 -1.623 -3.188  0.00
C4 1.199 -1.810 -0.825  0.00
O1 1.407 -2.946 -0.571  0.00
Cl1 0.156 3.187 -1.668  -0.02
O2 -0.140 0.714 1.057  0.00
C5 -0.776 0.076 1.954  0.00
C6 -1.124 0.909 3.130  0.00
C7 -2.628 1.012 3.285  0.00
C8 -3.249 -0.256 3.853  0.00
C9 -3.157 -1.516 3.006  0.00
C10 -1.750 -2.027 2.734  0.00
N1 -1.072 -1.180 1.763  0.00
H10 -0.614 0.463 3.989  0.00
H11 -0.703 1.893 2.921  0.00
H12 -2.808 1.834 3.981  0.00
H13 -3.100 1.292 2.333  0.00
H14 -2.788 -0.457 4.828  0.00
H15 -4.308 -0.047 4.033  0.00
H16 -3.677 -2.319 3.537  0.00
H17 -3.685 -1.381 2.052  0.00
H18 -1.150 -2.027 3.653  0.00
H19 -1.788 -3.039 2.340  0.00
H20 -0.746 -1.633 0.883  0.00

Spin multiplicity: 4
HOMO (spin up / spin down) (eV): -14.6 / -14.6
Charge: +2
Lowest unoccupied orbital energy (spin up / spin down) (eV): -8.29 / -8.22



C18H20BrN4OOsS2 | ωB97M-V/def2-TZVPD

Last column: Löwdin charge in e.
Geometry (Å):
Os1 -0.588 -0.206 0.000  1.30
C1 -0.632 -2.588 4.659  -0.40
S1 -1.598 -1.068 4.573  0.93
C2 -1.526 -0.642 2.906  -0.99
S2 -0.729 -1.708 1.720  0.69
N1 -2.141 0.451 2.575  -0.04
N2 -2.013 0.758 1.266  -0.18
C3 -2.606 1.777 0.768  -0.02
C4 -2.406 1.994 -0.655  -0.22
C5 -3.088 2.964 -1.374  0.02
C6 -2.883 3.064 -2.738  -0.01
C7 -2.005 2.190 -3.361  -0.01
C8 -1.351 1.240 -2.599  -0.08
N3 -1.543 1.151 -1.280  -0.05
H1 -0.623 -2.840 5.719  0.05
H2 0.392 -2.432 4.328  0.04
H3 -1.107 -3.394 4.108  0.04
H4 -3.242 2.421 1.365  0.15
H5 -3.774 3.621 -0.859  0.13
H6 -3.407 3.815 -3.313  0.13
H7 -1.812 2.242 -4.422  0.12
H8 -0.637 0.545 -3.021  0.12
Br1 4.374 -2.589 -4.007  0.75
C9 3.002 -1.953 -2.868  -0.70
C10 2.726 -0.599 -2.811  -0.13
C11 1.717 -0.147 -1.969  -0.17
C12 0.961 -1.014 -1.173  -0.36
C13 1.268 -2.374 -1.272  -0.13
C14 2.278 -2.847 -2.094  -0.12
H9 3.298 0.099 -3.408  0.11
H10 1.538 0.924 -1.917  0.10
H11 0.726 -3.102 -0.674  0.09
H12 2.502 -3.905 -2.135  0.10
N4 -2.303 -2.296 -1.638  0.23
C15 -1.690 -1.540 -1.017  -0.28
H13 -2.821 -2.951 -2.188  0.12
C16 2.699 0.101 1.123  -0.05
C17 1.795 1.315 1.218  -0.47
C18 1.463 1.630 2.675  -0.04
O1 0.535 1.211 0.544  -0.37
H14 3.585 0.278 1.732  0.09
H15 3.020 -0.106 0.105  0.07
H16 2.192 -0.786 1.511  0.06
H17 2.285 2.187 0.778  0.14
H18 1.015 0.760 3.159  0.07
H19 0.777 2.472 2.746  0.09
H20 2.378 1.877 3.216  0.09

HOMO (spin up / spin down) (eV): -10.8 / -10.8
ΔE to the lowest compared entry with this formula, charge and spin (kcal/mol): 4.3
Charge: +1
Lowest unoccupied orbital energy (spin up / spin down) (eV): -4.94 / -4.95



C6H6O | ωB97M-V/def2-TZVPD

Last column: Löwdin charge in e.
Geometry (Å):
C1 2.590 -0.715 0.297  0.17
C2 1.351 -0.226 0.498  -0.34
C3 0.733 0.945 0.876  0.04
C4 -0.444 1.481 0.696  -0.07
C5 -1.354 0.719 -0.283  -0.19
O1 -0.761 -0.475 -0.717  -0.11
C6 0.045 -1.113 0.234  -0.15
H1 2.646 -1.534 -0.432  0.03
H2 -0.876 2.266 1.306  0.11
H3 -2.274 0.505 0.286  0.13
H4 -1.613 1.287 -1.180  0.13
H5 0.347 -2.057 -0.218  0.12
H6 -0.476 -1.272 1.187  0.14

HOMO (spin up / spin down) (eV): -9.1 / -8.1
ΔE to the lowest compared entry with this formula, charge and spin (kcal/mol): 147.6
Charge: 0
Lowest unoccupied orbital energy (spin up / spin down) (eV): -0.69 / -0.90



C3H8OS2 | ωB97M-V/def2-TZVPD

Last column: Löwdin charge in e.
Geometry (Å):
C1 2.212 0.509 -0.103  -0.49
S1 3.949 0.024 0.081  0.34
S2 3.996 -1.795 -0.845  0.29
H1 2.029 0.888 -1.102  0.03
H2 1.623 -0.395 0.031  0.01
H3 1.943 1.257 0.632  0.03
H4 4.233 -1.394 -2.102  -0.20
O1 -1.332 0.950 1.015  0.04
C2 -2.499 0.871 0.737  -0.32
C3 -3.141 -0.410 0.316  -0.06
H5 -3.145 1.771 0.780  0.12
H6 -3.181 -0.507 -0.773  0.08
H7 -2.529 -1.240 0.655  0.08
H8 -4.159 -0.529 0.676  0.07

HOMO (eV): -8.9
SMILES string: CC=O.CSS
ΔE to the lowest compared entry with this formula, charge and spin (kcal/mol): 9.8
Charge: 0
Lowest unoccupied orbital energy (eV): 0.75



C17H31F6IO14P2S | ωB97M-V/def2-TZVPD

Last column: Löwdin charge in e.
Geometry (Å):
O1 4.486 5.372 3.858  0.16
C1 3.736 4.597 3.436  -0.47
O2 2.454 4.978 3.230  0.08
C2 4.223 3.145 3.187  -0.34
F1 4.586 2.676 4.405  0.15
F2 3.213 2.343 2.789  0.12
C3 5.487 3.000 2.282  -0.35
F3 6.515 3.664 2.804  0.19
F4 5.822 1.695 2.323  0.16
C4 5.292 3.393 0.774  -0.32
F5 6.006 2.509 0.057  0.16
F6 4.015 3.286 0.346  0.15
C5 5.868 4.793 0.367  -0.44
O3 6.997 4.888 0.113  0.19
O4 5.051 5.892 0.264  -0.23
S1 5.914 7.309 0.731  0.87
O5 6.367 7.064 2.065  -0.39
O6 4.732 8.459 0.726  -0.90
I1 3.313 7.927 2.067  1.08
H1 2.045 4.485 2.497  0.13
O7 0.206 -2.401 4.111  -0.24
P1 -1.056 -1.636 3.826  0.64
O8 -0.920 -1.464 2.184  -0.23
C6 -0.569 -2.568 1.357  -0.29
C7 -1.773 -3.403 0.965  -0.07
O9 -0.576 -0.143 4.319  -0.21
C8 0.567 -0.001 5.164  -0.28
C9 1.836 0.190 4.351  -0.07
O10 -2.603 -1.050 3.871  -0.20
C10 -3.583 -1.115 2.847  -0.27
C11 -4.439 -2.363 2.973  -0.07
H2 0.183 -3.205 1.827  0.11
H3 -0.117 -2.152 0.455  0.11
H4 -2.194 -3.907 1.839  0.07
H5 -1.495 -4.168 0.238  0.09
H6 -2.557 -2.788 0.522  0.06
H7 0.654 -0.850 5.842  0.10
H8 0.402 0.879 5.790  0.12
H9 1.893 -0.483 3.495  0.08
H10 2.719 0.034 4.972  0.08
H11 1.872 1.198 3.951  0.05
H12 -3.158 -1.000 1.853  0.10
H13 -4.224 -0.241 2.991  0.13
H14 -3.830 -3.252 3.143  0.06
H15 -5.047 -2.507 2.078  0.08
H16 -5.111 -2.276 3.829  0.08
O11 -1.147 -0.447 -4.172  -0.24
P2 -1.772 -1.807 -4.032  0.64
O12 -3.181 -1.561 -4.867  -0.23
C12 -3.175 -0.920 -6.139  -0.29
C13 -2.910 -1.884 -7.279  -0.08
O13 -2.321 -1.687 -2.487  -0.21
C14 -1.802 -0.678 -1.619  -0.29
C15 -2.629 0.594 -1.690  -0.07
O14 -2.009 -3.438 -3.889  -0.20
C16 -2.723 -4.289 -4.771  -0.28
C17 -1.813 -4.882 -5.833  -0.08
H17 -2.455 -0.100 -6.171  0.11
H18 -4.166 -0.480 -6.267  0.12
H19 -1.891 -2.273 -7.227  0.06
H20 -3.030 -1.385 -8.242  0.08
H21 -3.596 -2.732 -7.252  0.07
H22 -0.753 -0.483 -1.840  0.11
H23 -1.836 -1.071 -0.602  0.08
H24 -2.898 0.862 -2.712  0.07
H25 -2.091 1.430 -1.242  0.08
H26 -3.570 0.461 -1.149  0.07
H27 -3.602 -3.810 -5.195  0.10
H28 -3.108 -5.104 -4.152  0.13
H29 -1.170 -4.122 -6.278  0.06
H30 -2.398 -5.365 -6.617  0.08
H31 -1.153 -5.630 -5.391  0.08

HOMO (eV): -10.2
Charge: 0
Lowest unoccupied orbital energy (eV): -1.41



C27H11F15GeO7ReS3Se4 | ωB97M-V/def2-TZVPD

Last column: Mulliken spin population.
Geometry (Å):
Re1 -1.535 -1.961 -0.764  1.16
Se1 -0.527 -3.971 -0.972  -0.24
Se2 -1.100 -5.981 -0.349  -0.31
Se3 -4.457 -4.781 -1.465  0.24
Se4 -3.813 -2.720 -1.101  -0.06
O1 -3.335 -0.835 -2.938  0.00
S1 -2.678 0.674 -2.077  0.01
O2 -1.705 1.237 -2.982  0.00
O3 -2.100 0.045 -0.855  0.02
C1 -3.234 -0.902 -4.265  -0.01
C2 -4.242 -0.407 -5.098  0.00
C3 -4.127 -0.553 -6.467  0.00
C4 -3.017 -1.170 -7.029  0.00
C5 -2.004 -1.635 -6.205  0.00
C6 -2.115 -1.489 -4.841  0.00
S2 -0.923 -2.261 -3.768  0.03
O4 -1.603 -3.484 -3.324  0.00
O5 0.265 -2.466 -4.545  0.00
O6 -0.695 -1.402 -2.587  0.01
H1 -5.108 0.048 -4.638  0.00
H2 -4.920 -0.189 -7.109  0.00
H3 -2.947 -1.290 -8.101  0.00
H4 -1.124 -2.128 -6.588  0.00
C7 -3.867 -0.393 1.656  0.01
C8 -2.502 -1.044 1.947  0.02
C9 -2.405 -1.536 3.393  0.00
O7 -2.303 -2.134 1.119  0.12
H5 -4.078 0.403 2.368  0.00
H6 -4.648 -1.152 1.712  0.00
H7 -3.858 0.024 0.648  0.00
H8 -1.708 -0.284 1.773  -0.01
H9 -3.179 -2.277 3.580  0.00
H10 -2.509 -0.706 4.086  0.00
H11 -1.437 -2.009 3.531  0.00
F1 2.675 0.570 -1.999  0.00
C10 3.385 1.396 -1.235  0.01
C11 3.040 1.538 0.097  -0.01
C12 3.819 2.384 0.867  0.00
F2 3.545 2.532 2.176  0.00
C13 4.895 3.083 0.345  0.00
F3 5.630 3.904 1.119  0.00
C14 5.214 2.928 -0.998  0.00
F4 6.256 3.597 -1.517  0.00
C15 4.457 2.081 -1.799  0.00
F5 4.781 1.939 -3.092  0.00
Ge1 1.598 0.399 0.990  0.01
S3 0.748 -1.276 0.059  0.01
C16 2.723 -0.438 2.462  0.00
C17 4.069 -0.731 2.375  0.00
F6 4.767 -0.321 1.297  0.00
C18 4.738 -1.430 3.370  0.00
F7 6.058 -1.668 3.279  0.00
C19 4.034 -1.874 4.482  0.00
F8 4.673 -2.533 5.461  0.00
C20 2.669 -1.626 4.582  0.00
F9 1.997 -2.050 5.662  0.00
C21 2.044 -0.924 3.565  0.00
F10 0.728 -0.671 3.637  0.00
C22 0.718 1.991 1.933  0.00
C23 -0.043 2.798 1.104  0.00
F11 -0.202 2.409 -0.169  0.00
C24 -0.599 3.999 1.520  0.00
F12 -1.327 4.768 0.693  0.00
C25 -0.369 4.426 2.824  0.00
F13 -0.867 5.596 3.259  0.00
C26 0.403 3.648 3.676  0.00
F14 0.643 4.077 4.928  0.00
C27 0.933 2.448 3.224  0.00
F15 1.705 1.761 4.075  0.00

Spin multiplicity: 2
HOMO (spin up / spin down) (eV): -2.0 / -1.8
ΔE to the lowest compared entry with this formula, charge and spin (kcal/mol): 56.1
Charge: -2
Lowest unoccupied orbital energy (spin up / spin down) (eV): 3.11 / 3.12



C5H4 | ωB97M-V/def2-TZVPD

Last column: Löwdin charge in e.
Geometry (Å):
C1 -1.827 -0.225 0.114  -0.09
C2 -0.745 0.564 -0.475  -0.06
C3 0.438 0.769 -0.614  -0.08
C4 1.777 0.536 -0.371  -0.16
C5 2.812 0.076 0.045  0.12
H1 -1.294 -0.842 0.846  0.09
H2 -2.303 -0.891 -0.610  0.08
H3 -2.581 0.350 0.652  0.07
H4 3.724 -0.338 0.414  0.03

HOMO (eV): -9.2
SMILES string: C#CC#CC
ΔE to the lowest compared entry with this formula, charge and spin (kcal/mol): 16.1
Charge: 0
Lowest unoccupied orbital energy (eV): 0.83



C3H4Br2N2O3 | ωB97M-V/def2-TZVPD

Last column: Löwdin charge in e.
Geometry (Å):
C1 -1.406 -0.924 -0.487  -0.57
C2 -0.591 0.033 0.584  -0.08
C3 1.026 0.454 0.151  -1.07
N1 -1.344 -0.544 -1.794  0.15
N2 1.801 0.800 1.455  -0.50
O1 -1.920 -1.894 -0.030  0.08
O2 1.701 1.912 1.842  0.07
O3 2.287 -0.122 2.054  0.03
Br1 1.069 1.938 -1.100  0.73
Br2 1.969 -1.062 -0.601  0.76
H1 -0.586 -0.611 1.507  0.11
H2 -1.174 0.894 1.021  0.12
H3 -0.911 0.275 -2.257  0.08
H4 -1.921 -1.149 -2.346  0.10

HOMO (eV): -10.6
ΔE to the lowest compared entry with this formula, charge and spin (kcal/mol): 22.5
Charge: 0
Lowest unoccupied orbital energy (eV): -0.36



For each record above, in turn, the calculated total energy values are -69556.607 -121171.792 -8360.104 -26958.184 -100613.403 -435808.948 -5245.499 -152379.811 eV.
For each record above, in turn, the calculated largest force on an atom values are 8.086 0.900 1.670 0.659 7.556 2.824 0.846 4.529 eV/Å.